# 1
ORCA calculation (wB97M-V/def2-TZVPD) on C62H60N2P2PdS as an isolated structure at a distorted geometry.

**HOMO energy**: -10.88 eV

Geometry as ORCA input:
```
! wB97M-V def2-TZVPD RIJCOSX def2/J DEFGRID3
* xyz 2 1
Pd 0.4778 1.7785 -4.4295
S 1.0104 2.4017 1.4788
P -0.9463 1.7366 -6.1516
P 2.7009 1.7068 -4.8205
N 5.5168 5.8335 -0.0880
N -3.1138 -2.1851 -2.4022
C -1.1916 0.0382 -6.6792
C 1.5886 4.5878 -0.3361
C 5.5579 4.3669 -3.5288
C 3.9282 -1.6869 -1.9546
C -1.9075 -0.2419 -7.8577
C 3.9521 2.2627 -7.2940
C 2.9764 4.4437 -4.5961
C -0.7100 -1.0064 -5.8752
C 3.5756 3.2111 -4.3171
C 0.1508 -0.3442 1.2940
C 0.5938 3.0327 -9.7112
C -0.9428 -2.3287 -6.2530
C 3.1887 6.3597 -0.7417
C 0.9305 4.3521 -9.4106
C -2.8583 0.2183 -2.5517
C 4.1936 2.0173 -8.6455
C 0.6155 4.8928 -8.1594
C 4.8564 3.1707 -3.7176
C -2.6092 3.6586 -4.9531
C -5.0165 3.4200 -4.8279
C 3.6973 5.6354 -4.4276
C 3.1450 1.3784 -6.5569
C 1.8762 5.9778 -0.5272
C -2.1031 -1.5695 -8.2387
C 4.2419 5.4635 -0.3886
C 6.0977 7.0862 -0.5286
C 0.3474 3.9063 0.0990
C -0.9411 -1.1817 -2.0353
C 3.6408 0.8996 -9.2735
C -0.6483 1.2392 -2.3019
C -2.2344 -0.7855 1.6120
C 2.8211 0.0233 -8.5559
C -1.6296 -2.6112 -7.4383
C -2.4649 0.5860 1.5106
C 3.9406 4.0814 -0.4001
C 3.6414 -0.4043 -1.4579
C 3.9356 -1.9164 -3.3286
C 3.3483 0.3937 -3.7470
C -2.3254 -1.0782 -2.3259
C -0.4279 3.3264 -0.9712
C -2.5674 -3.5114 -2.1655
C -0.1136 -0.0797 -2.1150
C -0.0263 2.2303 -8.7553
C -0.0632 1.0726 1.3947
C 2.6520 3.7221 -0.6150
C -3.6631 1.5447 -5.5375
C 0.0853 2.3920 -1.7954
C -0.9140 -1.2259 1.4463
C 6.3507 4.9431 0.7051
C -4.9067 2.0776 -5.2008
C -3.3557 -1.7304 1.8908
C -2.0472 1.3224 -2.5608
C -1.4218 1.4743 1.4207
C -0.3496 2.7687 -7.4974
C -2.5261 2.3735 -5.5164
C -0.0514 4.1128 -7.2138
C 5.0066 5.5787 -3.9234
C 3.4156 0.6416 -2.3615
C 3.6324 -0.8962 -4.2303
C -4.4943 -2.1049 -2.8392
C 2.5691 0.2656 -7.2023
C -3.8669 4.1942 -4.6631
H 4.7127 3.2926 -0.2366
H 4.1448 -2.4942 -1.2548
H 2.3696 -0.8401 -9.0569
H -0.1740 4.2763 0.9907
H -4.5999 -1.4885 -3.7469
H -0.2453 1.1911 -8.9893
H 4.1698 -2.9127 -3.6964
H -3.3671 -4.2384 -2.3674
H 0.8971 5.9204 -7.9131
H 5.2976 2.2221 -3.4214
H -3.5747 0.4941 -5.8162
H -3.4794 0.9721 1.5686
H -2.2192 -3.6320 -1.1230
H -3.9402 5.2203 -4.3043
H -3.0194 -2.5631 2.5199
H 7.2264 5.5044 1.0382
H -0.5450 -2.1447 -1.7141
H 4.3953 3.1256 -6.7968
H 6.5554 4.3325 -3.0710
H -0.1491 -0.7743 -4.9617
H -0.5741 -3.1368 -5.6245
H -5.7965 1.4486 -5.2300
H -1.6330 2.5403 1.3935
H 1.1559 -0.7141 1.0718
H -1.7098 -3.7171 -2.8349
H 1.4577 4.9693 -10.1486
H 5.7882 4.6034 1.5878
H 1.9496 4.4826 -4.9585
H 3.2515 6.5943 -4.6798
H -5.9953 3.8631 -4.6404
H 1.0423 6.7212 -0.5497
H -1.5056 3.5602 -1.0230
H 1.9019 -0.4133 -6.6572
H 3.6354 -1.0757 -5.3008
H 0.8444 2.6244 -10.6946
H -3.9297 0.3216 -2.6997
H -1.7949 -3.6494 -7.7379
H -5.1294 -1.6732 -2.0476
H -2.3006 0.5748 -8.4640
H 5.4689 7.9430 -0.2379
H 3.3257 1.6703 -1.9932
H 3.4405 7.3901 -1.0214
H -1.6954 4.2168 -4.7263
H 3.8362 0.7173 -10.3345
H 7.0676 7.1742 -0.0232
H -2.4646 2.2968 -2.8113
H -4.1690 -1.1965 2.3955
H 4.8123 2.7102 -9.2145
H 3.6049 -0.2104 -0.3780
H 2.4526 2.6660 -0.8551
H 5.5884 6.5047 -3.8273
H -3.7578 -2.1413 0.9564
H -4.8315 -3.1227 -3.0590
H 1.1707 2.3957 -2.1101
H 6.7162 4.0735 0.1318
H 6.2695 7.0930 -1.6241
H -0.3203 4.5308 -6.2434
H -0.7573 -2.3140 1.4556
H 0.9605 -0.1675 -1.9719
H -2.6319 -1.7923 -9.1647
*
```


# 2
ORCA calculation (wB97M-V/def2-TZVPD) on C62H72AsF6N10O6 as an isolated structure at a distorted geometry.

**HOMO energy**: -15.97 eV

Geometry as ORCA input:
```
! wB97M-V def2-TZVPD RIJCOSX def2/J DEFGRID3
* xyz 6 2
As -5.0485 -3.4116 -0.8034
F -4.1132 -1.9635 -1.2756
F -3.5497 -4.0484 0.0391
F -5.5226 -2.6850 0.8785
F -5.9974 -4.8609 -0.3938
F -6.4762 -2.6606 -1.5384
F -4.6380 -4.1342 -2.5054
O -0.0487 -2.9346 -3.5075
O -0.4607 -3.1195 -1.3668
O -1.6767 -0.0204 0.3485
O -0.3475 0.9271 -1.0435
O 0.1384 -4.8946 -2.6696
O -1.7490 -0.6216 -1.7580
N 0.2087 -3.7353 2.3616
N -0.4351 7.4546 -7.3610
N -6.4105 0.3027 -0.6658
N 4.0484 -9.5418 3.9411
N 0.4885 1.6265 4.0679
N 5.7815 0.3731 2.9798
N -1.1597 0.7735 -5.5749
N 2.7166 5.8197 -1.0203
N 3.0685 -0.5466 -3.5970
N -5.4241 0.4035 6.3901
C -5.4101 0.6301 7.8533
C 6.2093 0.2762 4.3978
C 0.4503 6.5962 -7.9295
C 6.5681 -0.2265 2.0526
C -0.5346 3.3508 -6.2930
C 3.5365 6.4613 -2.0238
C 4.2856 -0.1971 -1.0243
C 1.0522 -4.3159 1.4741
C 1.6023 4.2572 0.9636
C -1.5676 -0.5939 -5.1011
C 1.7645 -5.4724 1.8241
C 1.7098 -5.9454 3.0935
C -0.1475 1.5386 2.8691
C 1.3883 2.6300 4.2965
C -0.3502 8.9047 -7.7049
C -5.5585 0.2822 3.5921
C 4.3961 -0.3022 -3.4945
C -6.6378 0.2407 -2.1097
C -0.1262 -3.6748 -2.5224
C -5.1349 0.6380 -0.1931
C -0.8402 1.7050 -4.6300
C 1.6954 3.4947 3.3068
C 4.0587 0.6785 1.3229
C -1.2234 1.0728 -6.9127
C 2.8731 -0.4210 -1.1870
C 0.0179 0.7400 5.1476
C 4.4938 -8.5871 3.0542
C 0.2222 -4.1224 3.6130
C 4.6139 0.9454 2.5959
C -0.6352 -2.6450 1.9156
C 0.8911 -5.2926 4.0177
C 4.8298 -10.8225 4.0279
C 2.2653 -0.5713 -2.4672
C 0.1689 2.4447 1.8617
C -4.8850 0.7319 1.1946
C 4.8908 0.0361 0.3446
C 2.2865 -8.0405 4.5187
C -1.3103 7.0331 -6.4503
C 3.8086 -7.4093 2.8659
C 1.7357 3.8062 -0.3986
C 0.5143 5.2968 -7.5815
C -0.3947 4.8114 -6.5886
C 1.9899 5.5818 1.2019
C -1.2579 0.0966 -0.7989
C -7.1371 -0.0755 1.6153
C -7.3990 -0.0074 0.2180
C -0.8754 2.4091 -7.2555
C 2.3002 4.5916 -1.3765
C -5.8869 0.3161 2.1299
C 1.1173 3.4368 2.0337
C -4.7934 1.2892 5.6369
C -6.0490 -0.6430 5.8278
C -4.8440 1.3035 4.2131
C -0.5028 2.9787 -4.9884
C 2.4926 -0.7467 -4.9395
C 6.1703 -0.4007 0.7398
C -6.1197 -0.7090 4.3958
C 2.4684 6.3897 0.1746
C 4.9953 -0.0932 -2.2493
C 3.0300 -9.2221 4.7779
C 2.5962 -7.0992 3.4731
C -1.2328 5.7441 -5.9553
H -6.8324 1.2387 -2.5022
H -6.5384 -1.3469 6.4847
H -1.2902 0.3331 -7.6968
H 1.8027 2.7237 5.2894
H 2.6020 -1.8144 -5.1297
H 0.7164 0.8996 5.9690
H 2.7935 -10.0222 5.4638
H -0.0824 -1.7057 1.9052
H -0.9237 9.5585 -7.0478
H -1.8674 5.4714 -5.1251
H -4.3651 0.8855 -0.9090
H -1.4069 -2.5337 2.6773
H -8.3549 -0.2890 -0.1985
H 5.1754 -11.1974 3.0645
H 3.0513 -0.1944 -5.6951
H -5.1098 1.6437 8.1188
H 0.9879 7.0295 -8.7599
H 4.0173 1.3634 3.3933
H 4.3313 -11.5499 4.6685
H 0.7589 -5.6831 5.0159
H -6.4203 0.4185 8.2038
H -4.7717 -0.1688 8.2306
H 1.4148 -0.5885 -4.9025
H -4.2506 2.0439 6.1866
H 6.9326 1.0641 4.6080
H 4.2708 -6.8095 2.0958
H -0.8489 2.6664 -8.3041
H 3.0475 1.0114 1.1413
H 2.8972 7.3656 0.3481
H 4.9304 -0.2914 -4.4330
H 2.2136 -0.5443 -0.3407
H 1.1629 -3.8424 0.5097
H -0.9917 -2.8664 0.9096
H 1.4873 2.7906 -0.6693
H 1.8860 6.0126 2.1868
H -0.9385 1.3630 -3.6103
H -5.7578 -0.2063 -2.5722
H -1.0063 0.8923 2.7639
H -0.1961 3.7499 -4.2974
H 4.5034 5.9660 -2.1121
H 1.2145 -0.7188 -2.6687
H 6.6603 -0.7131 4.4755
H -1.2680 -1.4232 -5.7418
H -2.6446 -0.4593 -5.0008
H -0.7659 8.9442 -8.7117
H -2.0756 7.7507 -6.1939
H -0.7547 -2.3106 -1.7921
H -1.1705 -0.7050 -4.0921
H 6.7791 -0.9271 0.0196
H 3.0603 6.5241 -3.0023
H 2.4499 4.2301 3.5436
H 0.0758 -0.2608 4.7197
H 6.0581 0.0934 -2.2042
H 3.7875 7.4778 -1.7209
H -0.3900 -3.5350 4.2811
H 5.6977 -10.4840 4.5938
H -7.4820 -0.3952 -2.3766
H -2.4154 -1.0809 -1.2417
H 5.3509 0.2104 5.0664
H -1.0284 0.9275 5.3887
H 7.4364 -0.7670 2.3995
H -0.3000 2.3314 0.8954
H -7.9216 -0.3114 2.3191
H 1.3678 -7.8942 5.0673
H 1.2116 4.5873 -8.0019
H -3.9006 1.0349 1.5195
H -6.6305 -1.5656 3.9812
H 5.4277 -8.7994 2.5551
H 0.6675 9.2904 -7.6436
H -4.4225 2.1105 3.6321
H 2.2758 -5.9499 1.0014
H 2.5916 4.3455 -2.3869
*
```


# 3
ORCA calculation (wB97M-V/def2-TZVPD) on a 14-piece molecular cluster, C62H74N10O4 overall at a distorted geometry.

**HOMO energy**: -9.08 eV

Geometry as ORCA input:
```
! wB97M-V def2-TZVPD RIJCOSX def2/J DEFGRID3
* xyz 0 1
O -0.5079 3.2303 -6.6116
O -1.3988 -0.4462 -3.5657
O 3.1994 -2.3958 -3.4354
O -4.2148 3.7459 5.6201
N 4.9009 -0.1313 1.7897
N 1.8067 -3.0709 3.3687
N 0.6846 4.6774 -0.5450
N -3.4431 -4.6069 2.1170
N -0.3012 -0.0706 5.8273
N -0.0778 -6.0200 -0.3533
N -5.3164 -2.8722 -0.7883
N 0.7210 -0.8625 0.1481
N -4.7954 3.7300 -0.0387
N 2.3960 1.6443 -3.8859
C -0.2340 1.3350 -0.4746
C -0.8055 6.5477 -0.7582
C -0.6316 3.2502 -4.2061
C 5.2117 -1.2539 -4.0126
C 3.5938 0.1597 2.0007
C 5.6374 0.7866 1.0856
C -3.2880 -3.1158 -2.1367
C 0.9837 -0.1508 5.4916
C -3.4479 2.1043 -1.8210
C 4.6373 3.3456 -4.0570
C -2.7032 1.9624 4.9086
C -5.0776 2.4218 -0.1539
C -0.8475 1.4360 0.8039
C -1.2005 3.0599 -5.5721
C -2.7442 2.8389 -5.6439
C -1.6897 -3.3998 3.3002
C 2.7291 -5.0841 2.4554
C -1.6318 -1.8857 -5.4403
C -4.6239 -2.0444 0.0611
C -2.5919 -2.6097 3.9970
C 0.1106 -0.7000 1.3491
C 2.7853 -5.7317 3.7318
C 0.7274 -4.1299 -1.6678
C 3.7787 2.2923 0.9677
C -3.1609 4.1524 3.5095
C 2.3044 -3.7641 2.3398
C 2.3821 -5.0318 4.8659
C -0.8572 -1.0046 -4.4958
C 3.1894 1.6470 -4.9409
C 1.2550 -4.9920 -2.6482
C -0.6183 0.4158 1.7241
C 3.8929 3.3111 -2.8815
C 0.5174 0.1873 -0.7412
C 0.4705 -6.8828 -1.2715
C -2.1483 -4.3008 2.3469
C 0.0828 -4.6937 -0.5418
C -4.4555 1.6129 -1.0739
C 1.1422 -6.3838 -2.4724
C 0.4109 -0.2012 8.1607
C 1.8892 -3.7229 4.6036
C -1.1285 6.4263 0.6189
C 1.7596 -0.1999 7.7778
C 4.2897 2.5194 -5.1061
C 3.0183 1.3440 1.6144
C -3.9703 -2.9429 3.7807
C 0.3491 4.5163 0.7070
C -0.5460 5.3695 1.3616
C -3.4497 3.3101 4.7378
C -4.3525 -3.8787 2.7685
C -3.3348 -1.6580 -0.1646
C 5.1137 1.9872 0.5926
C 4.1086 -1.6531 -3.0629
C 2.0133 -0.2672 6.4170
C -2.6653 -2.1860 -1.2772
C 4.0806 -0.9543 -1.6412
C 2.7956 2.4060 -2.8118
C -0.5779 -0.1112 7.1460
C 0.1407 5.6811 -1.2684
C -3.0665 3.4453 -1.6558
C -3.7581 4.2131 -0.7385
C -4.5896 -3.4370 -1.8016
C 0.5842 -0.7395 -4.7784
H -1.7214 2.0884 4.4524
H -1.1615 4.1534 -3.9035
H -3.2739 3.6231 -6.1848
H -0.9793 2.3937 -3.6285
H -2.3181 -1.8682 4.7329
H 0.4580 3.2514 -4.2359
H -5.2196 -1.7571 0.9149
H -3.7569 5.0650 3.5169
H 1.7682 -4.6263 -3.5253
H 3.0999 -1.0531 -1.1758
H -3.2208 1.1757 4.3597
H -0.3675 -3.9957 0.1484
H -0.6306 -3.1951 3.3524
H -2.5496 1.6866 5.9519
H -3.0698 1.8916 -6.0736
H -1.2852 7.2516 -1.4222
H -0.4295 2.0588 -1.2520
H 5.4955 4.0005 -4.0889
H 1.9697 1.5623 1.7531
H 6.6647 0.5831 0.8217
H -1.6407 -1.9791 -1.5489
H 3.0674 -5.6214 1.5817
H -0.9248 -2.5725 -5.9058
H 2.1080 -3.3485 1.3625
H 2.5287 -5.3668 5.8821
H -2.3264 3.9796 -2.2330
H 4.2982 0.1112 -1.7151
H 0.7377 3.6835 1.2742
H 1.6716 -3.0948 5.4548
H 1.1879 -0.1804 4.4315
H -5.0877 -4.1780 -2.4092
H -4.6792 -2.1844 4.0781
H -1.0629 0.4301 2.7082
H 0.1068 -0.2934 9.1929
H 2.8523 0.9962 -5.7342
H 1.2098 -1.6209 -4.6380
H 0.7840 -3.0677 -1.8549
H 5.3269 -0.1704 -4.0401
H -0.8039 5.2812 2.4066
H -3.1824 2.8749 -4.6466
H 0.9677 0.0067 -1.7060
H -1.8579 7.0559 1.1067
H -1.6492 -0.0927 7.2817
H 2.1226 2.4598 -1.9689
H -1.4902 2.2609 1.0741
H 0.3336 -7.9316 -1.0532
H 3.0566 -0.2783 6.1383
H 4.2013 3.9315 -2.0531
H -1.3365 -4.7462 1.7910
H 2.9015 -0.4928 2.5121
H -2.0992 -1.3021 -6.2334
H -2.3976 -2.4176 -4.8758
H 3.1800 -6.7332 3.8192
H -5.3909 -4.0837 2.5535
H -3.2872 3.5209 2.6302
H 2.5898 -0.2184 8.4683
H -4.7473 0.5787 -1.1822
H 0.2816 -1.4432 2.1138
H 6.1760 -1.6476 -3.6913
H 1.6048 -7.1062 -3.1286
H 4.8900 -1.6894 -4.9587
H 5.6997 2.7192 0.0567
H -5.8660 1.9956 0.4487
H -2.7316 -1.0543 0.4974
H 0.4467 5.6477 -2.3037
H -2.1166 4.4373 3.6379
H 0.8704 0.0443 -4.0771
H -2.7625 -3.5734 -2.9618
H 3.2870 3.1943 0.6344
H -3.4624 5.2518 -0.7360
H -3.0040 1.5119 -2.6073
H 4.8806 -1.4726 -1.1125
H 0.7945 -0.3890 -5.7889
H 4.8295 2.5621 -6.0405
*
```


Q: HOMO energy of number 1 (C62H60N2P2PdS)?
A: -10.88 eV


Q: The lowest HOMO energy belongs to which entry?
A: C62H72AsF6N10O6


Q: The lowest HOMO energy belongs to which entry?
A: C62H72AsF6N10O6